(1)
{
  "formula": "C5H12N2",
  "method": "ωB97M-V/def2-TZVPD",
  "symbols": ["N", "N", "C", "C", "C", "C", "C", "H", "H", "H", "H", "H", "H", "H", "H", "H", "H", "H", "H"],
  "coordinates": [[-2.3910, 0.7467, -0.3143], [0.2635, -0.6103, -0.2506], [0.0087, 0.6786, 0.2169], [-1.2448, 1.1972, 0.3142], [1.5715, -1.0339, -0.7546], [1.1661, 1.5227, 0.7010], [-0.6168, -1.7562, 0.2336], [1.7464, 1.8937, -0.1504], [-0.6486, -2.5168, -0.5522], [2.2974, -0.2247, -0.8729], [-0.1610, -2.1883, 1.1299], [1.8291, 0.9435, 1.3519], [0.8305, 2.3946, 1.2728], [1.4542, -1.4794, -1.7489], [2.0241, -1.7812, -0.0939], [-1.6470, -1.4920, 0.4797], [-1.3983, 2.1687, 0.7785], [-2.9282, 1.5009, -0.7342], [-2.1558, 0.0364, -1.0065]],
  "e_lumo_ev": 1.07,
  "smiles": "C/C(=C/N)N(C)C",
  "relative_energy_kj_mol": 149.67,
  "homo_energy_ev": -6.67
}

(2)
{
  "formula": "C5H12N2",
  "method": "ωB97M-V/def2-TZVPD",
  "symbols": ["N", "N", "C", "C", "C", "C", "C", "H", "H", "H", "H", "H", "H", "H", "H", "H", "H", "H", "H"],
  "coordinates": [[0.2760, 0.7520, -1.0091], [-2.0346, -2.0025, -0.8037], [0.0911, 0.3549, 1.2857], [-1.7605, -0.6019, -0.4921], [1.4614, 0.9874, 0.9952], [1.6407, 0.9737, -0.5413], [-0.3509, -0.2362, -0.0469], [-1.9553, 0.1825, -1.2314], [-0.6132, 1.0500, 1.7532], [0.1909, 0.4817, -1.9722], [1.5717, 2.0424, 1.2811], [-1.8985, -2.1709, -1.8005], [-2.4294, -0.3569, 0.3935], [2.2730, 0.3704, 1.3880], [-1.1912, -2.3042, 0.6157], [2.2589, 0.1122, -0.7953], [0.1235, -0.3861, 2.1132], [2.0873, 1.8911, -0.8713], [0.2590, -1.1395, -0.2616]],
  "e_lumo_ev": -0.48,
  "relative_energy_kj_mol": 499.64,
  "homo_energy_ev": -8.67
}

(3)
{
  "formula": "C5H12N2",
  "method": "ωB97M-V/def2-TZVPD",
  "symbols": ["N", "N", "C", "C", "C", "C", "C", "H", "H", "H", "H", "H", "H", "H", "H", "H", "H", "H", "H"],
  "coordinates": [[2.2705, -0.6095, -0.4093], [1.7138, 1.6336, -1.2147], [2.2525, 0.3702, -1.3515], [1.0472, -0.7652, 0.4418], [-0.3057, -0.6294, -0.3345], [-1.6593, -0.7671, 0.3635], [-1.8733, 0.2972, 1.5347], [-0.2006, -1.4055, -1.2163], [-2.4251, -0.3980, -0.5045], [-2.8946, 0.0327, 1.9748], [-1.7846, 1.3153, 1.1403], [1.1419, 0.0933, 1.0690], [1.2206, 1.8495, -2.0705], [-0.2169, 0.3998, -0.7986], [1.1120, -1.6430, 1.0627], [1.1890, 1.7892, -0.3209], [-1.0344, 0.1773, 2.3360], [2.3479, 0.1206, -2.4257], [-1.9010, -1.8610, 0.7236]],
  "e_lumo_ev": 0.80,
  "smiles": "CCCC/N=C\\N",
  "relative_energy_kj_mol": 284.48,
  "homo_energy_ev": -8.18
}

(4)
{
  "formula": "C5H12N2",
  "method": "ωB97M-V/def2-TZVPD",
  "symbols": ["N", "N", "C", "C", "C", "C", "C", "H", "H", "H", "H", "H", "H", "H", "H", "H", "H", "H", "H"],
  "coordinates": [[0.5942, -0.5973, -1.1997], [1.2200, 0.4492, -0.3728], [-1.0806, 1.9935, -0.1136], [-0.7483, -0.5712, -0.6780], [-0.5740, 0.6449, 0.1999], [2.2878, 0.1260, 0.5410], [-1.0445, -1.7587, 0.2655], [-2.1052, -1.7224, 0.4948], [-1.1295, 2.1441, -1.1431], [-1.5458, -0.3701, -1.5905], [-0.7289, -1.6628, 1.2916], [-0.2845, 2.7548, 0.0180], [2.9331, -0.3615, -0.1233], [-2.1233, 2.1414, 0.3310], [-0.7251, -2.8135, -0.1470], [1.8687, -0.5397, 1.3602], [1.1417, -1.4950, -1.0926], [-0.5754, 0.5127, 1.2228], [2.6196, 1.1257, 0.7359]],
  "e_lumo_ev": 1.10,
  "relative_energy_kj_mol": 492.07,
  "homo_energy_ev": -7.22
}

(5)
{
  "formula": "C5H12N2",
  "method": "ωB97M-V/def2-TZVPD",
  "symbols": ["N", "N", "C", "C", "C", "C", "C", "H", "H", "H", "H", "H", "H", "H", "H", "H", "H", "H", "H"],
  "coordinates": [[-0.6705, 1.0437, 0.2971], [1.5562, -0.1698, -1.3342], [1.0856, 0.4121, 1.7732], [0.0720, 0.0498, 0.9625], [0.5072, -1.2033, -1.1922], [0.0373, -1.3031, 0.2473], [-2.0671, 1.3036, 0.2114], [1.3186, 1.4738, 1.7577], [-0.3674, -0.7851, -1.6921], [-2.3457, 1.9287, -0.6428], [1.8694, -0.1668, -2.3099], [2.4235, -0.6131, -1.0062], [-2.4420, 1.8927, 1.0703], [0.5447, -2.0095, 0.9151], [1.5302, -0.2768, 2.4741], [-2.6838, 0.4045, 0.0895], [-0.0975, 1.7242, -0.1741], [0.7616, -2.1073, -1.7637], [-1.0321, -1.5984, 0.3170]],
  "e_lumo_ev": 1.02,
  "smiles": "C=C(CCN)NC",
  "relative_energy_kj_mol": 235.65,
  "homo_energy_ev": -7.76
}

(6)
{
  "formula": "C5H12N2",
  "method": "ωB97M-V/def2-TZVPD",
  "symbols": ["N", "N", "C", "C", "C", "C", "C", "H", "H", "H", "H", "H", "H", "H", "H", "H", "H", "H", "H"],
  "coordinates": [[-2.9761, 0.7074, -0.0199], [-1.1146, -0.5572, 0.6908], [0.7253, -0.4968, -1.0024], [-2.3273, -0.3846, 0.0701], [-0.1382, -1.3410, -0.0472], [1.3829, 1.2707, 0.9744], [1.6240, 0.6179, -0.3735], [-0.5906, -2.1526, -0.6140], [-0.6994, 0.0133, 1.3995], [1.4959, -1.1315, -1.4289], [0.3526, 1.5980, 1.1399], [-2.6325, -1.3123, -0.4242], [2.0379, 2.1246, 1.1205], [1.4988, 0.6128, 1.8367], [1.7210, 1.3874, -1.1425], [-3.5985, 0.6035, -0.8198], [0.0368, -0.0187, -1.6980], [2.6479, 0.2390, -0.3395], [0.5541, -1.7800, 0.6781]],
  "e_lumo_ev": 1.03,
  "smiles": "[H]/N=C/NCCCC",
  "relative_energy_kj_mol": 130.80,
  "homo_energy_ev": -8.71
}